# 1
Computed, not measured: C18H38OP2Pb as an isolated structure in a non-equilibrium geometry, with ωB97M-V/def2-TZVPD.

CARTESIAN COORDINATES (ANGSTROEM)
P  1.48571  -1.73476  -1.88493
P  1.64688  1.46286  -1.42019
C  1.10361  -0.50405  -3.25202
C  1.97787  0.71411  -3.06937
H  0.03698  -0.26313  -3.16844
H  1.26748  -0.97421  -4.22995
H  3.05528  0.49194  -3.11129
H  1.74005  1.48271  -3.81692
C  -0.07157  2.07747  -1.75896
H  -0.42362  2.65534  -0.88884
H  -0.78575  1.25874  -1.95116
H  0.00589  2.71730  -2.65471
C  2.64874  2.94735  -1.78246
H  2.18534  3.42631  -2.65768
H  3.67247  2.62063  -2.02089
H  2.65556  3.62672  -0.91900
C  0.14453  -2.88799  -2.49256
H  -0.01811  -3.67530  -1.74798
H  0.41386  -3.35464  -3.44839
H  -0.81084  -2.36465  -2.62956
C  2.88971  -2.45134  -2.82784
H  3.66293  -1.68282  -2.96051
H  2.57503  -2.80712  -3.82289
H  3.33880  -3.28494  -2.27510
Pb  2.47864  0.82610  0.94776
C  -2.63301  1.14378  0.55265
C  -3.55830  0.87265  -0.38567
C  -4.02674  -0.47093  -0.80481
C  -4.18081  -1.51860  0.34417
C  -3.05683  -2.51563  0.48142
C  -1.77103  -2.26589  0.18962
C  -1.20487  -0.86424  0.01205
C  -1.62115  0.15038  1.06353
C  2.45557  -1.18489  1.85182
H  -2.60184  2.11906  1.06611
H  -4.08122  1.69768  -0.84799
H  -3.42476  -0.87568  -1.62482
H  -5.03961  -0.32339  -1.21993
H  -4.32863  -1.00627  1.30576
H  -5.13861  -2.05220  0.16813
H  -3.33828  -3.47079  0.95104
H  -1.03994  -3.09508  0.16939
H  -1.44416  -0.51881  -1.00737
H  -0.11192  -1.02153  0.03499
H  -2.01254  -0.34783  1.97477
H  -0.70968  0.69383  1.37479
H  3.30817  -0.92025  2.50151
H  2.68205  -1.97985  1.13861
H  1.59209  -1.37191  2.50414
C  1.44899  1.09755  5.25792
C  0.93612  1.39360  3.86304
C  -0.08073  2.53045  3.88137
O  1.97098  1.70219  2.97049
H  2.00527  1.94062  5.67359
H  2.11436  0.23819  5.25594
H  0.64508  0.87410  5.96117
H  0.40866  0.48963  3.51454
H  0.39322  3.47272  4.19104
H  -0.52633  2.70888  2.89426
H  -0.90503  2.35585  4.58665

Output
orbital gap (spin up / spin down) = 3.08 / 3.08 eV
electronic energy = -1658.6266 a.u.
total charge = +2
LUMO (spin up / spin down) = -10.73 / -10.72 eV
energy relative to the best compared isomer or geometry (same formula, charge and spin) = 152.3 kJ/mol

***

# 2
Computed, not measured: a 3-piece molecular cluster, C18H39Br2F3N3O9S2 overall in a non-equilibrium geometry, with ωB97M-V/def2-TZVPD.

CARTESIAN COORDINATES (ANGSTROEM)
C  -0.51278  4.94737  -1.25072
O  0.62285  4.72368  -0.32598
C  0.22652  3.68149  0.64334
S  0.16224  1.94609  -0.06732
O  1.25844  1.11973  0.71248
O  0.54076  1.83686  -1.56332
N  -1.37140  1.23564  0.36738
S  -2.45643  1.09714  -0.99246
O  -2.09280  -0.18316  -1.80970
O  -2.43549  2.28908  -1.97840
C  -4.19403  0.81976  -0.24639
C  -5.29392  1.93145  -0.74556
C  -5.26439  3.35223  0.07171
F  -6.54223  3.43361  0.87403
Br  -3.75656  3.55576  1.36946
C  -5.34366  4.65104  -0.97467
F  -4.34383  4.58910  -2.06571
F  -5.05209  5.91009  -0.20235
Br  -7.22332  4.85170  -1.68925
H  -0.17406  4.51896  -2.30914
H  -1.52791  4.47900  -0.88641
H  -0.73560  6.10099  -1.42790
H  -0.84605  3.92092  1.10749
H  0.97476  3.75773  1.57039
H  -4.55533  -0.22563  -0.68887
H  -4.12535  0.67467  0.91284
H  -6.37922  1.46695  -0.57029
H  -5.23954  2.17902  -1.89242
C  6.31519  1.85721  -0.50653
O  6.59969  0.73541  0.31880
C  7.80357  0.88408  1.08381
C  7.48244  1.06372  2.57777
N  6.86405  2.36565  2.84149
C  6.26589  2.48805  4.17249
C  5.11471  1.52342  4.52942
O  3.91187  1.74764  3.79110
C  3.88837  1.15196  2.50141
H  5.50638  1.57986  -1.18826
H  5.97319  2.70348  0.09423
H  7.18571  2.14617  -1.10007
H  8.43590  1.70098  0.70700
H  8.36144  -0.05057  0.96500
H  8.40676  0.97955  3.15859
H  6.81819  0.24511  2.86904
H  6.13470  2.53010  2.15150
H  5.87913  3.51142  4.24406
H  7.05809  2.39809  4.92403
H  4.85628  1.71186  5.57781
H  5.41299  0.47170  4.48162
H  4.43962  0.20761  2.46646
H  4.27883  1.85441  1.76430
H  2.84721  0.95477  2.23458
C  -1.11190  -3.09717  -2.74174
O  -1.83271  -4.14147  -3.38240
C  -1.30813  -5.44693  -3.10448
C  -2.26767  -6.23974  -2.20004
N  -2.29750  -5.69478  -0.84022
C  -3.39471  -6.20201  -0.01365
C  -4.83612  -5.92012  -0.48907
O  -5.21385  -4.54313  -0.43072
C  -4.79302  -3.76552  -1.54288
H  -1.45040  -2.14540  -3.16054
H  -1.31894  -3.08500  -1.66887
H  -0.03726  -3.19015  -2.91524
H  -0.29558  -5.40455  -2.67777
H  -1.24212  -5.96381  -4.06749
H  -1.94672  -7.28586  -2.16204
H  -3.25806  -6.20106  -2.66245
H  -2.38385  -4.68242  -0.89251
H  -3.27312  -5.74446  0.97521
H  -3.26388  -7.28144  0.12117
H  -5.50660  -6.43919  0.20551
H  -5.04681  -6.34226  -1.47637
H  -4.78110  -4.33934  -2.47426
H  -3.81104  -3.33616  -1.34138
H  -5.48871  -2.93097  -1.65965

Output
orbital gap = 7.54 eV
electronic energy = -7794.3857 a.u.
total charge = -1
LUMO = 1.57 eV

***

# 3
Computed, not measured: a 5-piece molecular cluster, C18H39ClFN9O8 overall, with ωB97M-V/def2-TZVPD.

CARTESIAN COORDINATES (ANGSTROEM)
H  -2.52940  3.55828  0.06878
N  -2.24832  2.66481  -0.33352
C  -2.15202  1.78464  0.58626
C  -1.79817  0.36469  0.22851
C  -0.72290  -0.24508  1.14202
C  0.56912  0.56734  1.04271
C  1.32181  0.53898  -0.30015
C  1.56758  1.94077  -0.81370
F  0.57035  -0.15795  -1.27489
O  -1.19578  0.02648  2.51444
C  -2.11211  -0.92341  2.79970
O  -2.96202  -0.81333  3.64054
O  -1.95062  -1.97906  1.99617
C  -0.71110  -1.80343  1.21912
C  -0.82560  -2.65698  -0.03736
C  -2.15044  -2.66815  -0.82330
C  -2.04634  -2.06579  -2.21983
O  -1.22965  -2.89083  -3.06773
C  0.42736  -2.31840  2.13942
Cl  0.01015  -3.89760  2.84901
C  1.84902  -2.35215  1.58022
C  2.27043  -3.54349  0.69974
H  -2.34797  2.03048  1.63153
H  -1.48655  0.39409  -0.81032
H  -2.72369  -0.21862  0.27352
H  1.23585  0.26932  1.85516
H  0.30103  1.60672  1.24744
H  2.27020  0.00166  -0.23698
H  2.14100  1.89574  -1.74207
H  2.15372  2.49964  -0.08194
H  0.62522  2.44205  -1.02462
H  -0.02547  -2.33425  -0.70675
H  -0.58128  -3.68126  0.24192
H  -2.97624  -2.22133  -0.27031
H  -2.43406  -3.71294  -0.98055
H  -3.03521  -2.02647  -2.67965
H  -1.61088  -1.06797  -2.18767
H  -0.32893  -2.54862  -3.00880
H  0.44831  -1.63398  2.98799
H  2.47984  -2.32321  2.46317
H  2.06898  -1.44386  1.03340
H  2.13434  -3.31276  -0.36210
H  3.33740  -3.73212  0.82532
H  1.70246  -4.44730  0.90672
N  2.02316  -3.92839  -6.95413
C  1.45752  -3.29805  -5.87611
N  0.10506  -3.41636  -5.75851
O  2.12473  -2.67230  -5.06739
H  1.49681  -4.44983  -7.62761
H  3.01730  -3.85804  -7.05583
H  -0.31401  -2.96049  -4.96609
H  -0.47116  -3.92800  -6.39774
N  3.88426  0.72619  4.69568
C  2.63256  0.22326  4.46951
N  1.59023  1.07185  4.65533
O  2.44231  -0.92565  4.08670
H  4.05156  1.66666  4.99668
H  4.66095  0.10957  4.55322
H  0.67279  0.72607  4.44526
H  1.67270  2.03089  4.93489
N  -1.93886  4.20289  3.09167
C  -1.47457  3.30674  4.01593
N  -2.42887  2.58479  4.66727
O  -0.28002  3.15678  4.22682
H  -2.91207  4.34543  2.90169
H  -1.25712  4.74468  2.59481
H  -2.11914  1.90006  5.33076
H  -3.41024  2.67450  4.48774
N  -1.39016  4.20789  -3.59688
C  -0.05335  4.47741  -3.49642
N  0.54323  4.96737  -4.62645
O  0.56088  4.27985  -2.46283
H  -1.92273  4.34970  -4.43307
H  -1.84153  3.82682  -2.78297
H  1.52428  5.16507  -4.57701
H  0.05410  5.12724  -5.48548

Output
orbital gap = 10.21 eV
electronic energy = -2364.2403 a.u.
LUMO = 0.44 eV
structure (SMILES) = [H]/N=C/C[C@@]1(C[C@H](C)F)OC(=O)O[C@]1(CCCO)[C@@H](Cl)CC.NC(N)=O.NC(N)=O.NC(N)=O.NC(N)=O
energy relative to the best compared isomer or geometry (same formula, charge and spin) = 0.0 kJ/mol

***

Which formula does entry 1 have?
C18H38OP2Pb